[1]
94
Properties=species:S:1:pos:R:3:forces:R:3 method="wB97M-V/def2-TZVPD" relative_energy_ev=0.000 lumo_energy_ev=0.21 molar_mass_g_mol=1149.834 gap_ev=9.96 homo_energy_ev=-9.75 smiles="FC(F)C(F)(F)COC(F)(F)C(F)F.FC(F)C(F)(F)COC(F)(F)C(F)F.FC(F)C(F)(F)COC(F)(F)C(F)F.FC(F)C(F)(F)COC(F)(F)C(F)F.O=C(OB1OBOB(F)O1)c1ccccc1" multiplicity=1
F -0.66608 -1.02850 -0.31617 0.099 0.013 -0.109
C -0.54705 -1.03523 -1.65735 -0.288 -0.702 -0.162
F 0.30259 -2.04662 -1.97132 0.159 0.172 -0.154
C -0.01587 0.28643 -2.21498 0.385 0.667 0.209
F 1.26767 0.49931 -1.82001 -0.142 -0.319 0.128
F 0.02274 0.16725 -3.56850 -0.389 -0.294 0.137
C -0.84586 1.54658 -1.90311 -0.308 0.651 -0.412
O -0.44363 2.34551 -0.78816 0.223 -0.960 0.603
C -0.86239 1.95904 0.48474 -0.746 0.466 -1.385
F -1.84217 1.03929 0.37634 0.051 -0.057 0.543
F -1.43287 3.04700 1.04183 0.448 -0.148 0.208
C 0.29510 1.49651 1.37459 0.594 0.004 0.553
F 1.00731 0.50153 0.80551 -0.066 0.152 -0.054
F -0.17382 1.02116 2.55546 -0.281 0.111 -0.138
H -1.52370 -1.27536 -2.08935 0.038 0.138 -0.076
H -0.70904 2.20972 -2.75933 0.224 -0.080 0.065
H -1.91690 1.33780 -1.88159 0.123 -0.241 0.158
H 0.97671 2.32413 1.58468 -0.150 0.122 -0.103
F 2.07046 0.29534 5.34806 0.053 -0.123 0.001
C 2.22527 -0.99006 4.97634 -0.730 -0.327 0.072
F 1.78246 -1.75366 6.00499 0.237 -0.110 -0.061
C 3.67855 -1.34274 4.64976 0.824 0.298 0.289
F 4.45291 -1.27848 5.75705 -0.215 0.034 0.037
F 3.69867 -2.64774 4.25398 -0.372 0.123 -0.199
C 4.34790 -0.52812 3.52660 0.408 -0.149 -0.704
O 5.15257 0.59041 3.90624 -0.804 0.268 0.754
C 4.51052 1.79938 4.17448 0.223 -0.962 -1.217
F 3.24195 1.74627 3.72492 -0.105 0.462 0.195
F 5.13491 2.73048 3.42186 0.072 0.187 0.404
C 4.60409 2.20512 5.64901 0.152 0.313 0.691
F 4.13270 1.24549 6.46804 0.123 0.015 -0.201
F 3.86882 3.32048 5.87558 0.013 -0.012 -0.336
H 1.57715 -1.18264 4.11494 0.145 -0.004 -0.072
H 5.05735 -1.20733 3.05135 0.024 -0.017 0.237
H 3.64285 -0.26450 2.73569 -0.158 0.053 0.252
H 5.64028 2.41211 5.92655 0.042 -0.038 -0.214
F -0.83441 -5.06718 -1.93726 -0.074 0.023 -0.127
C -0.90428 -4.64039 -3.21150 0.139 0.739 0.084
F -1.97976 -3.81317 -3.28912 -0.063 -0.112 -0.215
C -1.04413 -5.78721 -4.21424 -0.415 -0.853 0.016
F -2.23191 -6.41772 -4.06585 0.019 0.185 0.117
F -1.06670 -5.23357 -5.46095 0.299 0.263 0.180
C 0.08003 -6.84098 -4.21627 0.516 -0.345 -0.522
O -0.13156 -8.03741 -3.46615 -0.427 0.624 0.822
C 0.12722 -8.00887 -2.09459 0.836 0.213 -1.243
F 0.82793 -6.90098 -1.78758 -0.100 -0.154 0.438
F 0.94743 -9.05127 -1.84302 -0.349 -0.125 0.231
C -1.14247 -8.16389 -1.25065 -0.570 -0.239 0.447
F -2.07185 -7.23878 -1.56034 0.149 -0.126 -0.112
F -0.85261 -8.01393 0.06412 0.297 -0.029 -0.143
H -0.01253 -4.04386 -3.42562 0.007 -0.126 -0.105
H 0.15380 -7.19137 -5.24698 -0.234 0.009 0.060
H 1.05566 -6.40087 -4.00167 -0.184 0.135 0.213
H -1.58362 -9.15267 -1.39644 0.172 -0.034 -0.126
F 2.63596 2.98208 -6.52149 0.055 -0.112 -0.049
C 3.37433 2.16346 -7.29450 -0.230 0.172 -0.729
F 2.50936 1.48061 -8.08374 0.164 -0.194 0.092
C 4.22476 1.18508 -6.48094 -0.071 -0.409 0.851
F 3.44370 0.30613 -5.81222 -0.108 0.134 -0.144
F 4.94798 0.44348 -7.36905 0.028 0.384 -0.209
C 5.23408 1.80379 -5.49447 0.786 -0.056 0.171
O 4.83498 1.92714 -4.12932 -0.991 0.352 -0.337
C 4.05992 3.03029 -3.76744 1.340 -0.148 -0.603
F 4.08641 3.94623 -4.75469 -0.322 0.203 0.276
F 4.68059 3.59979 -2.71239 -0.372 -0.125 0.189
C 2.63772 2.64023 -3.35421 -0.496 -0.143 0.393
F 2.00918 1.93268 -4.31211 0.216 0.056 0.053
F 1.88851 3.74873 -3.12493 0.269 0.142 -0.025
H 4.00596 2.77700 -7.94507 0.110 -0.071 0.094
H 6.07405 1.10831 -5.45683 -0.203 -0.127 0.016
H 5.66057 2.73457 -5.87307 -0.303 0.032 -0.064
H 2.65034 2.04233 -2.44312 0.265 0.073 -0.022
O -8.44656 1.85298 1.99393 -0.839 -0.137 -0.485
C -7.41244 2.41158 2.09507 1.205 -0.185 0.757
O -7.13191 3.60015 1.42784 0.823 -0.239 1.569
B -6.19419 4.35820 2.19165 -0.288 -0.332 -1.141
O -4.88802 4.45451 1.67286 -0.656 0.136 2.470
B -3.93862 4.45046 2.72792 0.238 -0.078 -0.322
O -4.19845 4.94352 4.01749 -1.508 -0.162 -1.626
B -5.52597 5.31619 4.19969 -0.463 1.075 1.893
F -5.81220 6.12455 5.26942 0.362 -1.146 -1.420
O -6.60318 4.91325 3.41046 1.846 -0.089 -0.800
C -6.30930 1.83928 3.04632 0.708 0.266 0.467
C -5.06480 1.28414 2.51789 -1.030 0.683 1.718
C -4.06151 0.80912 3.43799 -2.014 0.928 0.100
C -4.35562 0.89388 4.85242 -0.392 0.063 -0.596
C -5.59298 1.41935 5.38125 0.134 0.093 -1.980
C -6.59238 1.92733 4.46077 1.819 -1.041 -0.218
H -2.88490 3.96345 2.50020 -0.033 0.277 0.108
H -4.97011 1.30555 1.41285 0.290 -0.200 0.933
H -3.11133 0.42019 3.01774 -0.731 0.245 0.665
H -3.58161 0.51454 5.55131 -0.688 0.358 -0.468
H -5.79242 1.44393 6.47313 0.319 -0.027 -0.956
H -7.53834 2.36070 4.85673 0.837 -0.408 -0.575


[2]
26
Properties=species:S:1:pos:R:3:forces:R:3 method="wB97M-V/def2-TZVPD" relative_energy_ev=1.322 lumo_energy_ev=0.90 molar_mass_g_mol=140.230 gap_ev=9.37 homo_energy_ev=-8.47 smiles=Cc1c[nH]cn1.CC(C)C multiplicity=1
C -1.45758 1.68606 -0.32068 -2.316 1.098 0.808
C -2.17233 0.74510 0.61803 1.279 0.069 0.616
C -3.48561 0.39093 0.70242 0.132 -0.586 -1.119
N -3.51911 -0.72608 1.48532 1.444 -0.622 2.316
C -2.25804 -0.85781 2.06758 -0.771 0.666 -1.776
N -1.43377 0.03442 1.54862 -0.382 -0.943 0.035
H -1.61863 2.68018 0.09751 0.646 0.332 0.218
H -2.10721 1.78709 -1.19689 0.771 -0.450 -0.491
H -0.39967 1.52053 -0.47196 -0.104 -0.370 -0.159
H -4.35203 0.76736 0.20480 -0.227 -0.026 -0.313
H -4.21357 -1.42670 1.68067 -0.525 0.579 -0.219
H -2.02919 -1.68791 2.72049 0.085 0.244 0.071
C 3.30317 -1.72865 -1.70469 -1.030 1.782 -1.450
C 2.80051 -0.38610 -1.11394 1.213 -1.038 2.717
C 3.94229 0.10484 -0.14402 -0.468 1.900 0.092
C 2.36756 0.69684 -2.05623 -0.808 0.275 -1.493
H 2.70291 -1.86500 -2.62681 0.345 -0.766 0.447
H 3.23654 -2.53375 -0.98954 -0.124 -0.240 0.021
H 4.33749 -1.56479 -2.00162 0.086 -0.291 -0.123
H 1.95393 -0.58010 -0.44484 -0.010 -0.213 -0.196
H 3.60607 0.18101 0.91767 0.158 0.243 -0.865
H 4.96060 -0.28060 -0.09898 -0.319 -1.186 -0.448
H 4.17189 1.09465 -0.57437 -0.107 0.239 0.909
H 1.36150 0.46916 -2.48523 0.789 -0.142 -0.013
H 2.22112 1.72491 -1.68109 0.392 -0.581 0.567
H 3.09421 0.78712 -2.87106 -0.151 0.027 -0.152